A cluster of 2 separate species, C8H14NO2PS in total. Source: the Open Molecules 2025 dataset; level of theory: ωB97M-V/def2-TZVPD.

Bonds (Å) are listed after each position.
Element x y z (Å)
1 C -0.624 -2.314 -2.380  C2 1.548, H11 1.128, H12 1.075, H13 1.047
2 C 0.373 -1.145 -2.191  C1 1.548, O3 1.410, H14 1.112, H15 1.103
3 O 1.079 -1.077 -0.972  C2 1.410, P4 1.651
4 P 0.511 -0.315 0.379  O3 1.651, S5 2.126, N6 1.759
5 S 1.679 -1.289 1.866  P4 2.126, H16 1.409
6 N 1.441 1.177 0.357  P4 1.759, C7 1.410, C10 1.409
7 C 2.809 1.370 0.076  N6 1.410, C8 1.383, H17 1.083
8 C 3.076 2.720 0.209  C7 1.383, C9 1.401, H18 1.059
9 C 1.865 3.414 0.332  C8 1.401, C10 1.360, H19 1.068
10 C 0.902 2.470 0.508  N6 1.409, C9 1.360, H20 1.090
11 H -0.206 -3.360 -2.426  C1 1.128
12 H -1.566 -2.257 -1.864  C1 1.075
13 H -0.798 -2.012 -3.367  C1 1.047
14 H -0.123 -0.151 -2.233  C2 1.112
15 H 1.209 -1.259 -2.901  C2 1.103
16 H 0.878 -2.447 1.848  S5 1.409
17 H 3.485 0.529 0.172  C7 1.083
18 H 3.945 3.268 -0.052  C8 1.059
19 H 1.866 4.443 0.617  C9 1.068
20 H -0.157 2.660 0.686  C10 1.090
21 C -2.675 -1.048 1.871  C22 1.506, H24 1.108, H25 1.095, H26 1.106
22 C -3.628 -0.025 1.311  C21 1.506, O23 1.176, H27 1.112
23 O -3.658 0.351 0.197  C22 1.176
24 H -3.170 -2.007 1.614  C21 1.108
25 H -1.729 -0.923 1.335  C21 1.095
26 H -2.393 -1.032 2.940  C21 1.106
27 H -4.393 0.259 2.067  C22 1.112

Values from the calculation:
DFT total energy	-34231.0189	eV
orbital gap	8.99	eV
structure (SMILES)	CCOP(S)n1cccc1.CC=O

***

A cluster of 3 separate species, C19H45N7O4P3S in total. Source: the Open Molecules 2025 dataset; level of theory: ωB97M-V/def2-TZVPD.

Bonds (Å) are listed after each position.
Element x y z (Å)
1 C 4.625 0.175 0.585  C2 1.346, H13 1.086, H14 1.086
2 C 3.793 1.147 1.005  C1 1.346, C3 1.474, H15 1.087
3 C 2.350 1.200 0.714  C2 1.474, C4 1.405, C12 1.378
4 C 1.827 2.411 0.229  C3 1.405, C5 1.386, H16 1.082
5 C 0.475 2.553 -0.038  C4 1.386, C6 1.374, H17 1.080
6 C -0.364 1.487 0.177  C5 1.374, P7 1.811, N11 1.341
7 P -2.151 1.599 -0.098  C6 1.811, O8 1.600, O9 1.583, S10 1.903
8 O -2.748 0.222 0.456  P7 1.600, H18 0.997
9 O -2.398 1.616 -1.662  P7 1.583, H19 0.970
10 S -2.831 3.091 0.868  P7 1.903
11 N 0.158 0.333 0.619  C6 1.341, C12 1.336, H20 1.017
12 C 1.454 0.170 0.898  C3 1.378, N11 1.336, H21 1.080
13 H 4.458 -0.891 0.705  C1 1.086
14 H 5.572 0.470 0.141  C1 1.086
15 H 4.185 1.950 1.626  C2 1.087
16 H 2.438 3.288 0.061  C4 1.082
17 H 0.087 3.499 -0.386  C5 1.080
18 H -3.325 0.418 1.244  O8 0.997
19 H -3.262 1.225 -1.863  O9 0.970
20 H -0.488 -0.438 0.772  N11 1.017
21 H 1.765 -0.797 1.266  C12 1.080
22 O -4.139 -0.005 2.766  P23 1.511
23 P -3.946 -0.281 4.238  O22 1.511, N24 1.714, N27 1.724, N30 1.742
24 N -4.128 -1.985 4.276  P23 1.714, C25 1.454, C26 1.462
25 C -4.485 -2.754 5.457  N24 1.454, H33 1.097, H34 1.091, H35 1.082
26 C -3.101 -2.704 3.524  N24 1.462, H36 1.100, H37 1.091, H38 1.090
27 N -5.348 0.521 4.840  P23 1.724, C28 1.456, C29 1.465
28 C -6.421 -0.206 5.503  N27 1.456, H39 1.097, H40 1.091, H41 1.090
29 C -5.948 1.485 3.914  N27 1.465, H42 1.096, H43 1.087, H44 1.092
30 N -3.114 -0.148 5.763  P23 1.742, C31 1.476, C32 1.491
31 C -3.427 0.985 6.655  N30 1.476, H45 1.091, H46 1.092, H47 1.085
32 C -1.647 -0.068 5.508  N30 1.491, H48 1.095, H49 1.093, H50 1.089
33 H -3.698 -2.773 6.222  C25 1.097
34 H -4.670 -3.786 5.155  C25 1.091
35 H -5.407 -2.417 5.913  C25 1.082
36 H -2.142 -2.750 4.060  C26 1.100
37 H -2.935 -2.231 2.555  C26 1.091
38 H -3.419 -3.729 3.333  C26 1.090
39 H -6.898 -0.945 4.847  C28 1.097
40 H -7.184 0.499 5.838  C28 1.091
41 H -6.075 -0.702 6.410  C28 1.090
42 H -6.555 1.000 3.141  C29 1.096
43 H -5.190 2.087 3.421  C29 1.087
44 H -6.589 2.167 4.476  C29 1.092
45 H -3.393 1.951 6.151  C31 1.091
46 H -2.693 0.993 7.464  C31 1.092
47 H -4.397 0.865 7.125  C31 1.085
48 H -1.371 0.863 5.003  C32 1.095
49 H -1.320 -0.901 4.881  C32 1.093
50 H -1.095 -0.132 6.444  C32 1.089
51 O 3.330 1.879 -5.604  P52 1.485
52 P 3.334 0.407 -5.408  O51 1.485, N53 1.728, N56 1.725, N59 1.735
53 N 3.741 0.279 -3.734  P52 1.728, C54 1.450, C55 1.451
54 C 4.278 -0.909 -3.099  N53 1.450, H62 1.100, H63 1.094, H64 1.083
55 C 2.771 0.908 -2.857  N53 1.451, H65 1.105, H66 1.092, H67 1.092
56 N 4.670 -0.041 -6.403  P52 1.725, C57 1.453, C58 1.465
57 C 5.866 -0.658 -5.853  N56 1.453, H68 1.098, H69 1.091, H70 1.091
58 C 5.075 0.983 -7.368  N56 1.465, H71 1.095, H72 1.086, H73 1.092
59 N 2.570 -1.144 -5.557  P52 1.735, C60 1.475, C61 1.491
60 C 2.790 -1.933 -6.783  N59 1.475, H74 1.091, H75 1.092, H76 1.085
61 C 1.094 -0.966 -5.439  N59 1.491, H77 1.094, H78 1.093, H79 1.089
62 H 3.557 -1.736 -3.035  C54 1.100
63 H 4.574 -0.655 -2.077  C54 1.094
64 H 5.180 -1.270 -3.578  C54 1.083
65 H 1.856 0.299 -2.737  C55 1.105
66 H 2.482 1.884 -3.252  C55 1.092
67 H 3.169 1.089 -1.857  C55 1.092
68 H 6.384 -0.010 -5.134  C57 1.098
69 H 6.560 -0.893 -6.662  C57 1.091
70 H 5.647 -1.616 -5.381  C57 1.091
71 H 5.677 1.775 -6.909  C58 1.095
72 H 4.213 1.445 -7.840  C58 1.086
73 H 5.666 0.515 -8.158  C58 1.092
74 H 2.616 -1.364 -7.697  C60 1.091
75 H 2.101 -2.780 -6.770  C60 1.092
76 H 3.790 -2.352 -6.813  C60 1.085
77 H 0.681 -0.411 -6.285  C61 1.094
78 H 0.843 -0.418 -4.528  C61 1.093
79 H 0.599 -1.934 -5.383  C61 1.089

Values from the calculation:
total charge	+1
DFT total energy	-77749.0682	eV
orbital gap	6.12	eV

***

A cluster of 3 separate species, C31H70BF3N12O7P2S2 in total. Source: the Open Molecules 2025 dataset; level of theory: ωB97M-V/def2-TZVPD.

Bonds (Å) are listed after each position.
Element x y z (Å)
1 H 7.035 3.506 -7.477  N2 1.016
2 N 7.100 2.493 -7.511  H1 1.016, C3 1.269
3 C 6.027 2.035 -7.014  N2 1.269, N4 1.390, N5 1.425
4 N 5.872 0.656 -6.932  C3 1.390, H38 1.008, H39 1.010
5 N 5.030 2.928 -6.526  C3 1.425, C6 1.472, H40 1.013
6 C 3.642 2.484 -6.733  N5 1.472, C7 1.540, H41 1.091, H42 1.096
7 C 2.765 2.652 -5.479  C6 1.540, C8 1.553, H43 1.091, H44 1.093
8 C 3.284 1.752 -4.324  C7 1.553, C9 1.542, H45 1.092, H46 1.091
9 C 3.053 2.459 -2.974  C8 1.542, C10 1.530, H47 1.096, H48 1.089
10 C 4.128 3.528 -2.770  C9 1.530, O11 1.416, H49 1.098, H50 1.095
11 O 5.444 3.021 -2.631  C10 1.416, C12 1.410
12 C 5.619 2.132 -1.551  O11 1.410, C13 1.564, H51 1.100, H52 1.093
13 C 6.934 2.575 -0.828  C12 1.564, F14 1.402, B15 1.623, N18 1.440
14 F 7.062 1.763 0.308  C13 1.402
15 B 8.122 2.137 -1.843  C13 1.623, C16 1.580, O17 1.381
16 C 9.094 0.972 -1.401  B15 1.580, H53 1.094, H54 1.091, H55 1.097
17 O 8.280 2.714 -3.088  B15 1.381, H56 0.964
18 N 6.907 3.987 -0.546  C13 1.440, C19 1.461, N31 1.422
19 C 6.431 4.349 0.787  N18 1.461, C20 1.553, H57 1.090, H58 1.097
20 C 4.933 3.999 1.003  C19 1.553, C21 1.535, H59 1.086, H60 1.094
21 C 4.742 2.798 1.940  C20 1.535, S22 1.844, H61 1.087, H62 1.083
22 S 2.949 2.731 2.367  C21 1.844, C23 1.793
23 C 2.506 1.020 2.071  S22 1.793, S24 1.619, N25 1.433
24 S 1.768 0.210 3.262  C23 1.619
25 N 2.813 0.403 0.814  C23 1.433, C26 1.467, C30 1.471
26 C 3.929 -0.542 0.930  N25 1.467, C27 1.563, H63 1.102, H64 1.091
27 C 4.156 -1.164 -0.486  C26 1.563, O28 1.407, H65 1.090, H66 1.097
28 O 3.351 -0.521 -1.445  C27 1.407, C29 1.414
29 C 1.975 -0.696 -1.171  O28 1.414, C30 1.551, H67 1.092, H68 1.098
30 C 1.695 -0.421 0.330  N25 1.471, C29 1.551, H69 1.087, H70 1.099
31 N 8.091 4.663 -0.948  N18 1.422, C32 1.425, C35 1.431
32 C 9.032 4.857 0.105  N31 1.425, O33 1.198, F34 1.333
33 O 9.518 3.946 0.712  C32 1.198
34 F 9.349 6.132 0.329  C32 1.333
35 C 7.755 5.885 -1.613  N31 1.431, O36 1.197, F37 1.340
36 O 8.364 6.317 -2.548  C35 1.197
37 F 6.689 6.562 -1.164  C35 1.340
38 H 6.743 0.196 -7.144  N4 1.008
39 H 5.487 0.347 -6.050  N4 1.010
40 H 5.201 3.174 -5.558  N5 1.013
41 H 3.549 1.454 -7.078  C6 1.091
42 H 3.201 3.136 -7.497  C6 1.096
43 H 2.676 3.698 -5.182  C7 1.091
44 H 1.769 2.293 -5.749  C7 1.093
45 H 2.697 0.831 -4.291  C8 1.092
46 H 4.337 1.519 -4.487  C8 1.091
47 H 2.096 2.994 -2.990  C9 1.096
48 H 2.995 1.752 -2.147  C9 1.089
49 H 3.856 4.229 -1.971  C10 1.098
50 H 4.144 4.134 -3.682  C10 1.095
51 H 5.815 1.131 -1.962  C12 1.100
52 H 4.768 2.064 -0.869  C12 1.093
53 H 9.735 1.281 -0.569  C16 1.094
54 H 9.685 0.588 -2.234  C16 1.091
55 H 8.506 0.119 -1.039  C16 1.097
56 H 9.117 3.192 -3.059  O17 0.964
57 H 6.511 5.419 0.979  C19 1.090
58 H 6.967 3.853 1.606  C19 1.097
59 H 4.404 3.894 0.060  C20 1.086
60 H 4.464 4.843 1.517  C20 1.094
61 H 5.288 2.951 2.867  C21 1.087
62 H 4.959 1.848 1.467  C21 1.083
63 H 3.675 -1.330 1.658  C26 1.102
64 H 4.835 -0.062 1.300  C26 1.091
65 H 5.194 -0.989 -0.771  C27 1.090
66 H 3.980 -2.246 -0.475  C27 1.097
67 H 1.422 0.010 -1.793  C29 1.092
68 H 1.650 -1.706 -1.451  C29 1.098
69 H 0.726 0.036 0.513  C30 1.087
70 H 1.707 -1.400 0.827  C30 1.099
71 C -4.649 1.868 4.986  N72 1.445, H82 1.101, H83 1.095, H84 1.086
72 N -3.651 1.281 4.124  C71 1.445, C73 1.458, P74 1.731
73 C -3.536 2.022 2.874  N72 1.458, H85 1.100, H86 1.092, H87 1.091
74 P -2.945 -0.300 4.101  N72 1.731, O75 1.517, N76 1.738, N79 1.740
75 O -1.510 0.159 3.917  P74 1.517
76 N -2.658 -1.066 5.635  P74 1.738, C77 1.460, C78 1.469
77 C -3.301 -0.763 6.911  N76 1.460, H88 1.092, H89 1.090, H90 1.093
78 C -1.265 -1.452 5.895  N76 1.469, H91 1.097, H92 1.087, H93 1.092
79 N -4.436 -1.172 3.897  P74 1.740, C80 1.469, C81 1.443
80 C -4.761 -1.422 2.487  N79 1.469, H94 1.099, H95 1.092, H96 1.095
81 C -5.645 -1.172 4.685  N79 1.443, H97 1.097, H98 1.083, H99 1.096
82 H -5.664 1.807 4.564  C71 1.101
83 H -4.430 2.930 5.137  C71 1.095
84 H -4.671 1.436 5.983  C71 1.086
85 H -4.240 1.651 2.115  C73 1.100
86 H -2.527 1.944 2.464  C73 1.092
87 H -3.732 3.086 3.021  C73 1.091
88 H -3.542 0.295 7.034  C77 1.092
89 H -2.647 -1.002 7.750  C77 1.090
90 H -4.186 -1.382 7.074  C77 1.093
91 H -0.675 -0.604 6.262  C78 1.097
92 H -0.790 -1.837 4.997  C78 1.087
93 H -1.233 -2.249 6.640  C78 1.092
94 H -5.291 -0.569 2.040  C80 1.099
95 H -5.390 -2.308 2.380  C80 1.092
96 H -3.851 -1.598 1.905  C80 1.095
97 H -6.440 -0.596 4.193  C81 1.097
98 H -5.541 -0.764 5.684  C81 1.083
99 H -6.005 -2.200 4.799  C81 1.096
100 C -7.824 -4.775 -2.235  N101 1.445, H111 1.100, H112 1.094, H113 1.086
101 N -7.369 -4.449 -0.903  C100 1.445, C102 1.458, P103 1.730
102 C -5.913 -4.480 -0.824  N101 1.458, H114 1.099, H115 1.092, H116 1.091
103 P -8.183 -4.485 0.624  N101 1.730, O104 1.518, N105 1.736, N108 1.744
104 O -7.675 -3.142 1.116  P103 1.518
105 N -9.858 -4.030 0.644  P103 1.736, C106 1.461, C107 1.469
106 C -10.790 -4.026 -0.481  N105 1.461, H117 1.092, H118 1.090, H119 1.093
107 C -10.195 -2.909 1.532  N105 1.469, H120 1.097, H121 1.086, H122 1.091
108 N -8.602 -6.177 0.576  P103 1.744, C109 1.467, C110 1.443
109 C -7.597 -7.031 1.219  N108 1.467, H123 1.100, H124 1.093, H125 1.094
110 C -9.336 -6.937 -0.408  N108 1.443, H126 1.097, H127 1.083, H128 1.096
111 H -7.577 -5.806 -2.528  C100 1.100
112 H -7.342 -4.113 -2.962  C100 1.094
113 H -8.890 -4.627 -2.378  C100 1.086
114 H -5.540 -5.484 -0.578  C102 1.099
115 H -5.549 -3.790 -0.060  C102 1.092
116 H -5.456 -4.173 -1.766  C102 1.091
117 H -10.320 -3.768 -1.432  C106 1.092
118 H -11.574 -3.282 -0.342  C106 1.090
119 H -11.329 -4.973 -0.562  C106 1.093
120 H -9.988 -1.944 1.056  C107 1.097
121 H -9.634 -2.961 2.461  C107 1.086
122 H -11.253 -2.949 1.796  C107 1.091
123 H -6.786 -7.295 0.525  C109 1.100
124 H -8.049 -7.955 1.587  C109 1.093
125 H -7.153 -6.525 2.081  C109 1.094
126 H -8.662 -7.549 -1.020  C110 1.097
127 H -9.926 -6.344 -1.096  C110 1.083
128 H -10.029 -7.616 0.101  C110 1.096

Values from the calculation:
DFT total energy	-114566.5877	eV
orbital gap	7.21	eV
structure (SMILES)	[H]/N=C(/N)NCCCCCOC[C@@](F)(B(C)O)N(CCCSC(=S)N1CCOCC1)N(C(=O)F)C(=O)F.CN(C)P(=O)(N(C)C)N(C)C.CN(C)P(=O)(N(C)C)N(C)C

***

It is found that the E_HOMO values, taken in the order of the records, are -8.4; -10.4; -7.6 eV.